Density functional theory data (ωB97M-V/def2-TZVPD) for 15 unconnected molecules or ions with the total composition C15H60N30O15 at a distorted geometry.

Geometry as XYZ:
```
120
Properties=species:S:1:pos:R:3:forces:R:3
C -6.229 15.236 8.096 -0.9 0.5 2.0
O -6.244 16.274 8.792 0.5 -1.5 -1.5
N -5.096 14.539 7.756 0.5 -0.1 -0.5
N -7.399 14.571 7.794 1.3 0.5 -0.3
H -4.153 14.838 7.939 -0.4 0.7 0.4
H -5.084 13.805 7.071 -0.6 -0.1 0.0
H -7.329 13.673 7.358 -0.4 -0.1 0.0
H -8.275 14.978 8.064 0.0 0.0 0.0
C -4.412 21.262 17.421 -0.9 -0.9 0.7
O -5.094 20.201 17.514 1.0 1.7 -0.6
N -3.560 21.560 16.400 -0.6 -0.4 0.7
N -4.488 22.221 18.417 0.6 -1.0 -1.7
H -3.067 22.432 16.410 -0.1 0.1 -0.2
H -3.588 21.006 15.552 0.3 -0.3 0.1
H -3.715 22.855 18.413 -0.4 0.6 0.7
H -5.197 22.127 19.114 0.2 0.1 0.4
C -9.875 16.318 11.446 -0.2 1.0 -0.3
O -10.047 16.854 10.343 0.2 -0.7 0.6
N -9.285 16.947 12.495 0.1 -0.8 0.5
N -10.300 15.046 11.714 0.1 -0.2 -0.1
H -8.944 17.897 12.536 -0.2 0.2 -0.5
H -9.209 16.465 13.375 0.0 0.1 0.1
H -10.227 14.626 12.619 0.1 0.0 0.1
H -10.812 14.546 11.015 0.0 0.1 -0.2
C -4.875 19.094 11.347 -2.1 -1.4 0.3
O -3.760 19.121 10.784 -1.0 -0.1 0.7
N -5.183 19.634 12.555 2.2 0.8 -0.5
N -5.990 18.420 10.895 1.1 0.6 0.0
H -6.106 19.889 12.868 -0.2 -0.3 0.0
H -4.377 20.042 13.007 -0.3 0.1 0.4
H -6.103 17.930 10.019 0.4 0.1 0.3
H -6.774 18.561 11.509 -0.5 -0.5 -0.3
C -4.486 19.659 7.079 0.0 -2.4 2.0
O -5.016 20.686 7.507 0.8 -1.1 -1.1
N -4.481 19.214 5.752 -0.7 2.7 1.0
N -3.957 18.663 7.930 -0.6 1.5 -1.5
H -3.903 18.453 5.465 0.3 0.0 -0.2
H -4.548 20.063 5.197 0.1 -0.8 -0.7
H -3.594 17.875 7.435 0.0 -0.5 0.4
H -4.028 18.661 8.946 0.0 0.3 -0.2
C -2.330 18.551 14.605 -1.2 0.7 -0.3
O -3.173 19.476 14.476 1.6 -0.9 0.2
N -1.664 18.016 13.532 -1.1 0.7 1.9
N -2.065 17.960 15.815 0.6 -0.4 -0.8
H -1.814 18.462 12.640 0.5 -0.3 -0.2
H -1.004 17.297 13.752 0.5 0.0 -0.9
H -1.447 17.169 15.803 0.0 0.0 0.2
H -2.397 18.246 16.715 -0.4 0.5 -0.2
C -8.768 19.419 8.144 1.0 0.8 -2.1
O -8.824 20.569 7.694 -0.5 -0.3 0.8
N -7.540 18.868 8.418 -1.4 -0.9 0.9
N -9.835 18.573 8.129 -0.9 -0.5 0.1
H -7.540 17.936 8.796 0.2 -0.1 -0.4
H -6.698 19.240 8.034 0.0 0.5 -0.1
H -9.898 17.624 8.472 0.8 0.3 0.4
H -10.765 18.940 8.035 0.3 0.7 -0.1
C -6.396 13.835 13.650 0.0 -1.4 0.2
O -5.965 12.686 13.408 -0.6 1.8 0.4
N -6.537 14.395 14.893 0.1 0.4 -0.8
N -6.839 14.686 12.658 0.7 -0.6 0.4
H -6.897 15.367 14.900 0.1 -0.5 0.6
H -6.473 13.859 15.735 0.2 -0.3 -0.2
H -6.945 14.242 11.769 -0.1 0.2 -0.3
H -7.351 15.512 12.906 0.0 0.2 -0.3
C -0.287 19.406 9.963 -0.7 -0.4 -1.3
O -0.258 19.730 11.143 0.4 -0.2 -0.2
N 0.810 19.073 9.203 0.1 0.8 1.5
N -1.482 19.268 9.287 -0.3 -0.2 1.6
H 0.761 18.852 8.233 0.0 -0.1 -0.2
H 1.681 19.247 9.675 0.2 -0.2 -0.4
H -1.651 19.281 8.304 0.4 -0.1 -0.2
H -2.304 19.223 9.908 0.6 0.6 -0.7
C -8.613 20.627 12.158 1.0 1.7 0.7
O -8.326 19.680 12.944 -0.3 0.7 -1.5
N -9.680 21.461 12.404 0.3 -1.5 0.2
N -7.790 21.077 11.158 -1.3 -1.1 1.1
H -9.898 22.271 11.862 0.1 0.1 -0.1
H -10.185 21.287 13.254 -0.1 0.1 0.0
H -8.026 21.939 10.708 0.2 0.1 -0.3
H -6.919 20.621 10.946 -0.3 0.2 -0.2
C -0.719 15.759 11.276 0.5 -1.2 0.0
O 0.307 16.399 11.503 -1.3 0.1 -0.4
N -1.854 16.206 10.635 1.1 0.9 0.1
N -0.770 14.413 11.574 -0.4 -0.1 0.1
H -1.833 17.189 10.422 -0.3 0.1 -0.1
H -2.740 15.741 10.599 0.0 -0.2 0.3
H 0.032 13.965 11.969 0.2 0.2 0.1
H -1.625 13.884 11.571 0.0 0.1 -0.1
C -2.694 22.837 12.853 1.8 -0.2 -3.2
O -3.908 22.693 12.906 -0.1 -0.1 1.3
N -1.771 21.833 12.960 -1.2 -0.1 1.2
N -2.144 23.965 12.276 -1.2 0.2 0.9
H -2.147 20.914 13.133 0.2 -0.1 0.1
H -0.829 21.915 12.639 0.1 0.0 -0.2
H -2.807 24.698 12.086 0.2 0.1 -0.1
H -1.168 24.096 12.117 0.2 0.0 0.1
C -5.468 23.211 10.020 0.1 0.0 -0.3
O -5.740 24.184 10.738 0.4 -0.9 -0.5
N -5.399 23.261 8.630 -0.3 0.5 0.7
N -5.169 21.944 10.447 -0.4 0.7 -0.3
H -5.736 22.442 8.133 0.3 0.4 -0.1
H -5.539 24.173 8.234 -0.4 -0.1 -0.1
H -4.928 21.775 11.410 0.1 0.1 0.0
H -4.918 21.311 9.704 0.4 -0.2 0.3
C -6.697 17.755 15.623 -2.9 -0.2 0.8
O -7.484 16.955 15.014 1.8 1.3 0.4
N -5.953 17.349 16.709 0.2 1.0 -1.1
N -6.816 19.117 15.476 0.6 -1.7 -0.1
H -5.893 16.393 16.990 0.0 -0.2 -0.2
H -5.367 18.058 17.127 0.0 -0.2 0.2
H -6.326 19.682 16.171 -0.3 0.2 -0.5
H -7.513 19.429 14.805 0.3 0.1 0.2
C -7.251 23.710 14.471 -0.5 -0.2 1.6
O -8.176 23.733 15.310 1.1 0.6 -1.4
N -6.885 24.716 13.602 0.3 -1.0 -0.2
N -6.408 22.609 14.438 -0.8 0.9 -0.7
H -6.337 24.435 12.794 0.0 0.2 0.0
H -7.298 25.624 13.557 -0.6 -0.1 0.3
H -6.540 21.969 15.196 0.1 -0.2 0.0
H -5.592 22.619 13.849 0.3 -0.2 0.3
```
Forces are in eV/Å.

charge = 0
lowest unoccupied orbital energy = -0.083 eV
energy above the lowest of the compared OMol25 structures with the same formula, charge and spin = 123.7 kJ/mol